[1]
{"formula": "C34H58N5O4", "method": "wB97M-V/def2-TZVPD", "symbols": ["O", "O", "O", "O", "N", "N", "N", "N", "N", "C", "C", "C", "C", "C", "C", "C", "C", "C", "C", "C", "C", "C", "C", "C", "C", "C", "C", "C", "C", "C", "C", "C", "C", "C", "C", "C", "C", "C", "C", "C", "C", "C", "C", "H", "H", "H", "H", "H", "H", "H", "H", "H", "H", "H", "H", "H", "H", "H", "H", "H", "H", "H", "H", "H", "H", "H", "H", "H", "H", "H", "H", "H", "H", "H", "H", "H", "H", "H", "H", "H", "H", "H", "H", "H", "H", "H", "H", "H", "H", "H", "H", "H", "H", "H", "H", "H", "H", "H", "H", "H", "H"], "positions_angstrom": [[3.537, 1.168, 1.644], [1.618, 2.484, -0.764], [-4.678, -1.670, 1.077], [3.170, 3.361, 1.673], [4.762, -6.522, -2.251], [-1.037, 0.876, 4.992], [0.287, 2.283, -0.975], [-6.400, 3.787, 0.099], [-0.216, -2.076, -0.284], [3.208, -1.247, 1.455], [2.129, 3.706, -1.376], [2.784, 0.127, 1.003], [2.916, 3.393, -2.634], [-0.006, -1.439, 4.361], [-3.315, 1.107, 1.615], [-2.317, 1.734, -1.368], [-4.767, 0.676, 1.392], [-4.781, 5.737, -2.284], [-0.072, 1.735, -2.148], [7.173, -4.045, -3.686], [-4.944, -0.454, 0.399], [-0.083, -3.950, -2.094], [-4.120, -2.670, 0.258], [-1.398, 1.464, -2.378], [-5.441, 6.947, -1.636], [1.246, -4.714, -2.013], [-2.938, 2.459, 0.945], [2.461, -3.833, -2.263], [0.246, 2.050, 2.328], [-1.173, -2.642, 6.278], [-0.156, -2.886, -1.094], [-0.575, -0.138, 4.715], [7.842, -4.966, -2.675], [-6.078, 4.083, -0.963], [5.887, -6.481, -2.468], [7.321, -6.406, -2.746], [-5.693, 4.505, -2.311], [-0.926, -2.595, 4.776], [1.658, 2.011, 2.942], [2.826, 2.265, 2.009], [-0.567, 2.596, 0.033], [-1.920, 2.283, -0.152], [-0.019, 3.177, 1.300], [-6.607, 4.717, -2.869], [2.482, -1.949, 1.038], [-2.636, 0.321, 1.275], [2.549, -3.047, -1.508], [0.715, 1.518, -2.852], [7.494, -6.828, -3.738], [-3.081, -2.439, 0.002], [1.327, -5.187, -1.033], [-5.391, 1.527, 1.126], [-1.874, -2.505, 4.243], [-0.928, -4.620, -1.929], [-3.141, 1.228, 2.683], [3.394, 2.421, -2.527], [-0.443, 2.199, 3.152], [-6.362, 7.216, -2.157], [-2.572, 3.138, 1.709], [6.099, -3.970, -3.502], [3.671, 4.157, -2.800], [-4.777, 7.810, -1.666], [2.932, 0.242, -0.072], [-0.783, 3.844, 1.693], [0.163, -1.453, 3.282], [-5.198, 3.665, -2.801], [1.219, -5.518, -2.748], [-0.235, -2.738, 6.829], [-0.206, -3.498, -3.080], [7.692, -4.582, -1.664], [7.315, -4.408, -4.705], [1.723, 0.252, 1.213], [7.592, -3.041, -3.628], [1.800, 1.024, 3.385], [-5.689, 6.752, -0.592], [2.273, 3.352, -3.514], [-4.701, -2.809, -0.661], [-5.970, -0.467, 0.018], [-1.678, -1.740, 6.626], [-0.462, -3.526, 4.445], [-1.801, -3.494, 6.536], [-0.026, 1.080, 1.910], [8.919, -4.989, -2.849], [2.410, -3.357, -3.245], [-4.501, 5.972, -3.312], [-4.255, -0.370, -0.452], [-3.364, 1.506, -1.523], [7.836, -7.041, -2.024], [3.175, -1.330, 2.541], [3.364, -4.438, -2.223], [1.722, 2.726, 3.759], [-5.161, 0.305, 2.339], [0.965, -1.527, 4.853], [-1.715, 1.025, -3.311], [2.757, 4.150, -0.609], [-4.148, -3.603, 0.816], [4.198, -1.520, 1.098], [-3.859, 5.488, -1.751], [1.289, 4.376, -1.567], [0.856, 3.789, 1.104], [-3.823, 2.913, 0.505]], "forces_ev_per_angstrom": [[0.1, 0.2, -0.3], [0.0, -0.2, 0.1], [0.2, 0.0, 0.1], [0.1, 0.3, 0.0], [-0.2, 0.0, 0.0], [0.0, 0.0, 0.0], [-0.3, 0.2, 0.0], [0.2, -0.1, 0.1], [0.1, 0.3, 0.1], [-0.1, 0.0, 0.0], [0.2, 0.3, -0.1], [0.0, -0.2, 0.1], [-0.4, -0.1, 0.0], [0.0, -0.1, 0.0], [0.0, 0.2, 0.1], [0.3, 0.1, 0.0], [-0.1, -0.1, 0.2], [0.0, 0.1, 0.0], [-0.3, -0.1, -0.1], [0.0, 0.0, 0.0], [0.0, -0.1, 0.1], [0.1, -0.1, 0.0], [-0.2, -0.1, 0.0], [-0.1, 0.1, 0.3], [0.0, 0.0, 0.0], [0.1, 0.0, 0.0], [0.1, -0.2, -0.1], [0.0, 0.0, 0.0], [0.0, 0.4, 0.2], [0.0, 0.0, 0.0], [-0.1, -0.1, 0.0], [0.0, -0.1, 0.0], [0.0, 0.1, 0.0], [-0.2, 0.1, -0.1], [0.1, 0.0, 0.0], [0.0, 0.0, 0.0], [0.1, 0.0, 0.0], [0.0, 0.0, 0.1], [-0.1, -0.4, 0.0], [-0.1, -0.3, 0.2], [0.1, -0.1, -0.2], [0.0, 0.0, 0.0], [-0.2, 0.0, -0.3], [0.0, 0.0, 0.0], [0.1, -0.1, 0.0], [0.0, -0.1, 0.1], [0.0, 0.0, 0.0], [0.1, 0.1, 0.1], [0.0, 0.0, 0.0], [0.0, 0.0, -0.1], [0.0, 0.0, 0.0], [0.0, 0.1, -0.1], [0.0, 0.0, 0.0], [0.0, 0.0, 0.0], [0.1, -0.1, 0.0], [0.2, 0.1, 0.1], [-0.1, -0.1, 0.1], [0.0, 0.0, 0.0], [0.0, 0.1, -0.1], [0.0, 0.0, 0.0], [0.1, 0.0, 0.0], [0.0, 0.0, 0.0], [-0.1, 0.0, 0.0], [0.1, 0.1, 0.0], [0.0, 0.0, 0.0], [0.0, 0.0, 0.0], [0.0, 0.0, 0.0], [0.0, 0.0, 0.0], [0.0, 0.0, 0.0], [0.0, 0.0, 0.0], [0.0, 0.0, 0.0], [-0.1, 0.0, -0.1], [0.0, 0.0, 0.0], [-0.1, 0.0, 0.1], [0.0, 0.0, 0.0], [0.0, 0.0, 0.0], [0.0, 0.0, 0.0], [0.0, 0.0, -0.1], [0.0, 0.0, 0.0], [0.0, 0.0, 0.0], [0.0, 0.0, 0.0], [0.1, 0.0, -0.1], [0.0, 0.0, 0.0], [0.0, 0.0, 0.0], [0.0, 0.0, 0.0], [0.0, 0.1, -0.1], [0.0, 0.0, 0.0], [0.0, 0.0, 0.0], [0.1, 0.0, 0.0], [0.0, 0.0, 0.0], [0.1, 0.2, -0.1], [-0.1, 0.0, 0.0], [0.0, 0.0, 0.0], [0.1, 0.0, -0.1], [0.0, -0.1, 0.1], [0.0, 0.0, 0.0], [0.1, 0.1, 0.1], [0.0, 0.0, 0.0], [0.0, 0.0, 0.0], [0.2, -0.1, 0.0], [-0.1, 0.1, 0.0]], "lowdin_charge": [0.004, -0.074, -0.186, 0.129, 0.153, 0.173, -0.012, 0.167, 0.145, -0.053, -0.174, -0.238, -0.052, -0.186, -0.151, 0.034, -0.159, -0.262, 0.028, -0.107, -0.238, -0.182, -0.111, 0.006, -0.102, -0.249, -0.106, -0.106, -0.151, -0.102, -0.236, -0.229, -0.258, -0.230, -0.223, -0.186, -0.189, -0.253, -0.070, -0.479, -0.071, -0.115, -0.064, 0.125, 0.061, 0.113, 0.058, 0.147, 0.123, 0.061, 0.116, 0.086, 0.112, 0.121, 0.105, 0.087, 0.077, 0.082, 0.107, 0.061, 0.088, 0.075, 0.120, 0.120, 0.106, 0.108, 0.114, 0.079, 0.121, 0.111, 0.079, 0.091, 0.073, 0.111, 0.074, 0.073, 0.090, 0.128, 0.074, 0.110, 0.076, 0.104, 0.109, 0.079, 0.109, 0.102, 0.126, 0.120, 0.079, 0.032, 0.139, 0.123, 0.123, 0.124, 0.115, 0.090, 0.083, 0.102, 0.135, 0.114, 0.093], "total_energy_ev": -51831.068, "homo_ev": -11.737, "fmax_ev_per_a": 0.45, "charge": 1}

=====

[2]
{"formula": "C19H29N2O3", "method": "wB97M-V/def2-TZVPD", "symbols": ["O", "O", "O", "N", "N", "C", "C", "C", "C", "C", "C", "C", "C", "C", "C", "C", "C", "C", "C", "C", "C", "C", "C", "C", "H", "H", "H", "H", "H", "H", "H", "H", "H", "H", "H", "H", "H", "H", "H", "H", "H", "H", "H", "H", "H", "H", "H", "H", "H", "H", "H", "H", "H"], "positions_angstrom": [[0.439, 0.909, -1.323], [1.594, -0.828, 1.036], [1.889, -2.885, -0.263], [-1.164, 1.633, 0.096], [3.053, 1.222, -0.227], [-2.290, 1.196, -0.158], [-5.941, -1.201, -0.610], [2.173, -1.565, 0.151], [4.501, 0.171, 1.119], [2.373, 2.603, -0.517], [0.030, 1.879, -0.717], [0.838, -3.209, 0.551], [-0.511, -2.841, -0.152], [4.733, -1.218, 0.065], [-5.710, 0.575, 1.598], [1.040, 2.864, 0.093], [-4.662, -0.335, -0.492], [3.437, -1.059, -0.835], [-2.526, 0.113, -1.075], [3.168, 0.329, -1.418], [-3.353, 1.223, 0.787], [4.196, 1.609, 0.590], [-3.580, -0.619, -1.256], [-4.586, 0.431, 0.497], [-5.760, -1.973, -1.332], [4.207, 2.275, 1.278], [5.019, 1.686, -0.014], [-6.533, 1.182, 1.115], [4.208, 0.468, -1.890], [2.957, 3.470, -0.222], [-6.918, -0.515, -0.529], [3.772, -0.210, 2.085], [-3.314, 1.754, 1.565], [0.698, -2.805, 1.534], [-0.643, -1.713, -0.360], [2.217, 2.543, -1.807], [2.342, 0.384, -2.036], [-6.237, -1.730, 0.347], [1.073, 2.718, 1.296], [2.404, 0.634, 0.434], [-3.799, -1.310, -2.125], [3.463, -1.753, -1.454], [-1.696, -0.105, -1.871], [5.589, 0.012, 1.801], [-1.400, 2.587, 0.738], [0.986, -4.189, 0.583], [0.828, 3.684, -0.209], [4.842, -2.013, 0.544], [-1.249, -3.181, 0.167], [-0.483, -3.218, -1.289], [-5.393, 1.379, 2.183], [-5.919, -0.281, 2.351], [5.599, -0.773, -0.425]], "forces_ev_per_angstrom": [[0.2, 1.4, -1.6], [2.3, -3.4, -3.8], [1.8, 6.2, 2.1], [8.3, 10.5, 2.9], [-4.2, 3.6, 1.1], [-10.8, -7.7, -0.7], [-1.5, 1.7, 2.4], [0.9, 2.1, -1.1], [3.1, -4.6, 6.5], [-0.4, -1.0, -4.7], [-1.0, -3.2, 5.4], [-5.3, 0.6, -0.6], [12.3, 6.0, -9.0], [-3.2, 12.8, -3.7], [0.2, 0.2, -1.3], [1.6, -11.7, 3.4], [-4.4, -6.0, -3.1], [-1.8, 3.3, 8.1], [6.7, 1.7, -3.4], [5.7, -1.3, 1.8], [-1.5, -4.8, -8.0], [1.5, -10.1, -3.6], [-2.8, -1.8, -2.8], [1.8, 6.3, 8.6], [-0.9, 0.0, -0.9], [-1.2, 4.5, 4.4], [1.9, 1.3, -2.0], [-0.1, -1.8, 0.4], [-1.8, 0.8, 0.0], [1.0, -0.5, -0.3], [2.0, -1.4, -1.6], [1.5, 1.4, -3.0], [0.3, 4.3, 6.2], [1.2, 0.5, 0.5], [0.4, -1.6, 0.9], [0.6, 0.7, 3.9], [-1.4, 0.3, -1.1], [1.2, 0.2, -0.7], [-0.6, 0.3, -3.0], [0.5, 1.0, -0.9], [1.1, 0.7, 1.1], [0.0, -5.9, -6.3], [-1.2, 0.6, 1.7], [-2.9, 1.3, -2.1], [1.6, -3.1, -1.9], [-0.4, -4.6, 0.8], [-2.7, 10.8, -2.7], [0.9, -6.8, 4.1], [-11.7, -5.4, 5.8], [0.2, 0.5, 2.3], [1.0, 1.1, 1.5], [0.0, 1.2, -2.0], [0.2, -1.0, -0.5]], "lowdin_charge": [0.044, 0.028, 0.047, 0.100, -0.091, -0.335, -0.027, -0.224, -0.118, -0.098, -0.278, -0.246, 0.013, 0.006, -0.037, -0.061, -0.322, -0.137, -0.054, -0.043, 0.105, -0.114, -0.077, -0.212, 0.057, 0.078, 0.111, 0.104, 0.179, 0.126, 0.126, 0.158, 0.030, 0.126, 0.092, 0.220, 0.093, 0.083, 0.203, 0.148, 0.153, 0.049, 0.141, 0.168, 0.241, 0.088, 0.000, 0.026, -0.067, 0.143, 0.023, 0.122, 0.111], "total_energy_ev": -29276.207, "homo_ev": -10.436, "fmax_ev_per_a": 16.31, "charge": 1, "smiles": "CCOC(=O)[C@@H]1CCC[N@@H+](CCC(=O)Nc2ccc(C)c(C)c2)C1"}